85
Properties=species:S:1:pos:R:3 method="wB97M-V/def2-TZVPD" total_charge=+1 orbital_gap_ev=7.983 total_energy_ev=-84006.4431 homo_ev=-11.07 max_force_ev_per_a=0.9 lumo_energy_ha=-0.11357
Hf -1.677 -0.662 0.941
N -2.956 -2.369 4.836
C -2.936 -1.908 3.564
S -1.693 -2.634 2.527
N -3.805 -1.000 3.239
N -3.651 -0.554 1.936
C -4.577 0.237 1.510
C -4.669 0.746 0.159
C -5.717 1.632 -0.134
C -5.938 2.073 -1.419
C -5.123 1.606 -2.450
C -4.087 0.727 -2.194
C -3.839 0.315 -0.892
O -2.799 -0.515 -0.648
H -2.463 -3.214 5.061
H -3.743 -2.110 5.410
H -5.368 0.496 2.211
H -6.361 1.957 0.674
H -6.745 2.761 -1.628
H -5.302 1.931 -3.466
H -3.454 0.351 -2.984
C -0.576 1.618 -3.439
C 0.850 1.096 -3.495
C 1.289 0.843 -4.927
C 1.803 2.057 -2.797
O 0.838 -0.197 -2.846
Si 1.436 -0.778 -1.466
S 0.476 0.232 0.195
O 1.179 -2.370 -1.356
C 0.245 -3.345 -1.835
C -0.833 -3.472 -0.769
C -0.365 -2.930 -3.164
C 1.015 -4.650 -1.972
O 3.025 -0.486 -1.397
C 4.140 -1.012 -0.652
C 4.453 -2.415 -1.153
C 5.298 -0.070 -0.933
C 3.802 -1.020 0.830
H -0.650 2.592 -3.926
H -0.899 1.721 -2.401
H -1.246 0.922 -3.946
H 1.231 1.763 -5.511
H 0.647 0.095 -5.391
H 2.318 0.481 -4.952
H 1.788 3.019 -3.312
H 2.822 1.673 -2.808
H 1.504 2.221 -1.761
H -1.425 -2.541 -0.756
H -0.385 -3.640 0.211
H -1.548 -4.268 -0.978
H -0.951 -2.015 -3.067
H -1.019 -3.726 -3.524
H 0.412 -2.754 -3.906
H 1.461 -4.930 -1.017
H 1.813 -4.535 -2.706
H 0.356 -5.454 -2.300
H 4.709 -2.387 -2.213
H 3.596 -3.074 -1.021
H 5.300 -2.831 -0.606
H 5.482 -0.015 -2.006
H 6.207 -0.424 -0.445
H 5.075 0.934 -0.569
H 2.994 -1.723 1.047
H 3.488 -0.022 1.134
H 4.677 -1.311 1.413
C 0.750 4.001 4.289
N 0.067 3.352 3.168
C -0.690 4.267 2.319
C -0.135 2.026 3.142
S -1.645 1.484 2.506
N 0.791 1.230 3.678
C 0.511 -0.146 4.062
C 2.213 1.568 3.644
H 0.085 4.764 4.693
H 1.678 4.478 3.973
H 0.963 3.279 5.071
H -0.098 5.173 2.202
H -1.649 4.523 2.774
H -0.860 3.826 1.342
H -0.497 -0.234 4.458
H 1.222 -0.423 4.839
H 0.641 -0.819 3.214
H 2.375 2.451 3.034
H 2.738 0.730 3.189
H 2.611 1.733 4.646


23
Properties=species:S:1:pos:R:3 method="wB97M-V/def2-TZVPD" orbital_gap_ev="8.734 / 7.313" de_lowest_kj_mol=131.8 total_energy_ev=-152532.2972 homo_ev="-8.97 / -7.83" max_force_ev_per_a=5.1 lumo_energy_ha="-0.00848 / -0.01911"
C 1.003 -0.577 1.507
C 0.674 -1.576 -0.843
C -2.949 -0.249 0.666
C 0.217 0.955 -0.288
C 0.755 -0.385 0.091
N 2.785 0.233 -1.203
N -1.092 1.134 0.324
O 0.212 1.345 -1.645
O -2.027 0.276 -0.275
Br 3.871 1.173 -0.142
Br -1.710 2.958 0.274
H 1.102 -1.656 1.854
H 1.919 -0.151 1.835
H 0.139 -0.231 2.250
H 0.750 -1.247 -1.874
H -0.239 -2.161 -0.613
H 1.577 -2.177 -0.609
H -2.674 -1.229 1.109
H -3.839 -0.578 0.047
H -3.293 0.609 1.493
H 0.899 1.691 0.158
H 2.197 0.949 -1.884
H -0.278 0.894 -2.233


76
Properties=species:S:1:pos:R:3 method="wB97M-V/def2-TZVPD" total_charge=-1 orbital_gap_ev="3.103 / 4.319" total_energy_ev=-140547.9353 spin_multiplicity=2 s2=0.77 homo_ev="-1.92 / -3.06" max_force_ev_per_a=5.4 lumo_energy_ha="0.04353 / 0.04614"
Hg 15.159 10.529 11.540
C 15.634 12.665 15.241
C 16.998 12.671 15.498
C 17.323 11.457 16.182
C 16.133 10.686 16.278
C 15.096 11.433 15.728
H 15.063 13.413 14.685
H 17.678 13.452 15.192
H 18.301 11.187 16.555
H 16.050 9.696 16.757
H 14.109 11.018 15.572
N 14.673 8.736 5.654
C 15.223 7.580 6.445
C 15.657 7.941 7.867
N 16.363 9.237 7.946
C 15.689 10.346 7.290
C 15.311 10.105 5.860
H 13.606 8.846 5.980
H 14.621 8.416 4.673
H 16.046 7.188 5.865
H 14.454 6.786 6.495
H 16.300 7.159 8.314
H 14.756 8.040 8.450
H 17.343 9.211 7.693
H 16.248 11.294 7.309
H 14.790 10.589 7.904
H 16.177 10.125 5.155
H 14.570 10.830 5.560
C 17.707 5.629 10.873
O 17.454 7.045 10.745
P 16.622 7.785 11.951
O 17.588 7.877 13.233
C 18.867 8.504 13.351
O 15.691 6.537 12.464
C 14.746 6.771 13.536
H 17.793 5.311 11.907
H 18.651 5.464 10.380
H 16.902 5.074 10.404
H 19.115 8.381 14.418
H 18.837 9.550 13.084
H 19.593 7.960 12.755
H 14.565 5.803 14.046
H 13.839 7.216 13.170
H 15.213 7.440 14.262
Br 11.049 9.063 13.768
C 9.837 9.888 12.545
C 8.806 9.001 12.181
C 7.831 9.457 11.322
C 7.855 10.747 10.790
C 8.854 11.614 11.106
C 9.880 11.170 11.999
I 11.540 12.492 12.302
H 8.851 7.962 12.537
H 7.031 8.756 10.985
H 7.070 11.091 10.108
H 8.832 12.640 10.715
O 13.448 9.439 9.558
N 12.443 8.748 9.978
C 11.477 8.632 9.018
C 11.809 9.054 7.750
N 12.226 9.588 6.696
C 10.295 7.829 9.301
N 9.433 7.117 9.573
O 16.062 12.798 9.369
B 16.433 11.669 10.209
O 17.862 11.507 10.204
C 18.413 12.603 9.393
C 19.735 12.931 9.167
C 19.878 14.053 8.357
C 18.823 14.756 7.785
C 17.482 14.426 8.030
C 17.326 13.331 8.880
H 20.544 12.305 9.517
H 20.890 14.452 8.181
H 19.071 15.552 7.084
H 16.590 14.909 7.612


93
Properties=species:S:1:pos:R:3 method="wB97M-V/def2-TZVPD" total_charge=-1 orbital_gap_ev=3.048 total_energy_ev=-61892.6878 homo_ev=-1.35 max_force_ev_per_a=7.8 lumo_energy_ha=0.06231
C 0.277 2.256 0.290
N -0.795 1.327 -0.263
C -1.502 0.594 0.852
C -2.169 -0.847 0.433
C -1.278 -2.168 0.914
C -0.418 -2.872 -0.288
C 0.742 -1.749 -0.730
C 1.609 -1.168 0.539
C 2.859 -0.174 0.040
C 3.747 0.132 1.383
C 4.299 1.669 1.520
C 3.217 2.748 2.113
C 3.793 3.746 3.278
C 2.594 4.491 4.116
C 1.140 4.534 3.359
C 1.087 5.594 2.073
C -0.400 6.308 1.899
O -1.327 5.549 1.045
C -1.000 5.683 -0.388
C 0.440 -4.199 0.121
C -0.109 -5.119 1.341
C 0.176 -4.492 2.866
Cl -1.845 -5.779 1.139
N -1.323 -3.281 -1.439
C -0.612 -3.305 -2.807
C -1.292 -4.435 -3.839
C -0.571 -4.333 -5.331
N -0.359 -2.947 -5.947
O -0.153 -5.456 -5.939
C -2.664 -2.587 -1.489
O -3.747 -3.324 -0.757
C -2.625 -0.975 -1.134
C -3.993 -0.158 -1.534
C -5.320 -0.528 -0.655
F -3.833 1.329 -1.557
H -0.147 3.215 0.810
H 1.038 2.487 -0.594
H 0.877 1.631 1.086
H -1.526 1.990 -0.654
H -2.415 1.291 1.178
H -0.841 0.498 1.842
H -3.176 -0.917 1.073
H -2.101 -2.971 1.237
H -0.665 -1.967 1.910
H 0.301 -0.834 -1.305
H 1.558 -2.225 -1.460
H 1.001 -0.534 1.310
H 2.154 -2.016 1.178
H 3.475 -0.825 -0.749
H 2.487 0.771 -0.541
H 4.687 -0.599 1.340
H 3.147 -0.212 2.356
H 4.612 2.012 0.427
H 5.302 1.723 2.161
H 2.350 2.105 2.622
H 2.724 3.339 1.230
H 4.376 3.070 4.059
H 4.545 4.563 2.903
H 2.446 3.888 5.128
H 2.845 5.600 4.440
H 0.702 3.468 3.085
H 0.369 4.988 4.150
H 1.495 5.133 1.078
H 1.824 6.475 2.374
H -0.220 7.369 1.392
H -0.925 6.489 2.936
H -1.626 4.884 -1.016
H -1.275 6.733 -0.846
H 0.139 5.406 -0.607
H 1.582 -3.951 0.367
H 0.505 -4.913 -0.834
H 0.572 -6.102 1.331
H 1.075 -3.709 2.816
H 0.497 -5.331 3.622
H -0.785 -3.971 3.298
H -1.545 -4.309 -1.262
H 0.520 -3.675 -2.713
H -0.682 -2.212 -3.226
H -1.053 -5.478 -3.366
H -2.462 -4.272 -3.953
H -0.988 -2.237 -5.507
H 0.657 -2.674 -5.799
H -3.019 -2.631 -2.629
H -4.574 -3.377 -1.321
H -1.781 -0.528 -1.852
H -4.239 -0.461 -2.662
H -5.192 -0.304 0.509
H -6.181 0.221 -1.008
H -5.746 -1.606 -0.818
C 1.202 -0.111 -3.928
O 2.129 0.655 -3.712
O 1.267 -1.128 -4.628
O 0.056 0.012 -3.480


42
Properties=species:S:1:pos:R:3 method="wB97M-V/def2-TZVPD" orbital_gap_ev=8.340 de_lowest_kj_mol=43.3 total_energy_ev=-63425.3113 homo_ev=-8.28 max_force_ev_per_a=2.0 lumo_energy_ha=0.00239
K 0.003 0.621 0.597
C 2.293 1.012 3.459
C 1.826 -0.301 2.866
C 2.326 -1.492 3.673
O 0.362 -0.314 2.897
C 2.363 -0.507 1.406
O 3.481 -0.049 1.197
O 1.620 -1.145 0.587
H 2.004 1.053 4.513
H 1.827 1.870 2.969
H 3.371 1.118 3.369
H 1.984 -1.399 4.709
H 3.416 -1.508 3.685
H 1.955 -2.427 3.256
H 0.059 -0.606 3.759
N -0.326 -0.093 -2.334
N 0.272 -1.300 -1.881
C -0.496 -2.365 -1.580
N 0.123 -3.290 -0.804
S -2.087 -2.550 -2.126
H -1.327 -0.299 -2.369
H -0.043 0.038 -3.298
H 1.067 -1.114 -1.268
H 0.833 -2.965 -0.151
H -0.494 -4.028 -0.511
C -3.231 4.207 -0.107
S -2.183 2.894 -0.654
O -1.148 2.687 0.452
C -3.295 1.525 -0.552
C -3.863 1.067 -1.729
C -4.722 -0.025 -1.675
C -4.976 -0.646 -0.465
C -4.386 -0.180 0.705
C -3.540 0.916 0.676
H -3.616 3.985 0.889
H -4.052 4.319 -0.815
H -2.621 5.108 -0.093
H -3.617 1.528 -2.678
H -5.151 -0.408 -2.591
H -5.616 -1.518 -0.436
H -4.575 -0.689 1.642
H -3.052 1.287 1.568


14
Properties=species:S:1:pos:R:3 method="wB97M-V/def2-TZVPD" total_charge=-1 orbital_gap_ev=8.439 de_lowest_kj_mol=57.3 total_energy_ev=-20586.8481 homo_ev=-4.69 max_force_ev_per_a=3.4 lumo_energy_ha=0.13773
C 0.004 -0.282 0.355
C -0.281 0.601 -0.891
N 0.394 0.207 1.483
N -0.340 -1.560 0.233
O 0.312 -1.996 2.764
O 2.081 -2.440 1.052
O -0.064 -4.051 1.435
P 0.691 -2.786 1.425
H -1.285 0.846 -0.835
H -0.127 0.166 -1.947
H 0.435 1.418 -0.708
H 0.555 1.239 1.477
H 0.956 -1.312 2.668
H -0.719 -1.778 -0.636


18
Properties=species:S:1:pos:R:3 method="wB97M-V/def2-TZVPD" smiles=Fc1ccccn1.C#CCBr orbital_gap_ev=10.117 de_lowest_kj_mol=69.1 total_energy_ev=-82656.4093 homo_ev=-9.75 max_force_ev_per_a=4.0 lumo_energy_ha=0.01363
C 1.391 1.291 1.276
C 1.988 0.694 0.387
C -1.950 0.283 -1.074
C -1.041 -0.802 -1.143
C -1.834 0.164 1.287
C -2.444 0.673 0.131
C -0.588 -1.266 0.115
C 2.815 -0.130 -0.469
N -1.053 -0.875 1.262
F 0.314 -2.270 0.167
Br 4.801 -0.048 -0.078
H -2.533 0.431 -1.987
H -0.621 -1.253 -1.965
H -2.101 0.616 2.264
H 0.704 1.735 1.939
H -3.170 1.369 0.017
H 2.455 -1.112 -0.723
H 2.869 0.501 -1.408


33
Properties=species:S:1:pos:R:3 method="wB97M-V/def2-TZVPD" smiles=O.O.O.O.O.O.O.O.O.O.O orbital_gap_ev=10.720 de_lowest_kj_mol=255.6 total_energy_ev=-22878.8649 homo_ev=-10.78 max_force_ev_per_a=0.6 lumo_energy_ha=-0.00204
H 0.092 -0.041 0.477
H -1.369 0.282 0.743
H -1.493 -2.078 -2.939
H -1.689 -1.447 -1.571
H -4.354 0.462 -0.249
H -3.629 -0.757 -0.795
H 5.369 -0.108 -0.475
H 4.473 0.926 0.187
H 3.759 2.307 3.087
H 3.268 2.585 1.675
H 1.815 3.997 -0.326
H 0.901 2.834 0.024
H -1.123 -1.697 4.072
H -0.143 -2.694 3.476
H 0.578 1.922 -3.258
H 0.691 0.838 -4.317
H 2.781 -2.655 -1.904
H 2.621 -3.974 -2.641
H -3.452 -0.735 1.838
H -4.110 -1.895 2.569
H -2.971 2.186 1.123
H -3.126 2.939 -0.188
O -0.801 -0.270 0.195
O -1.014 -1.629 -2.234
O -4.461 -0.485 -0.392
O 4.501 -0.003 -0.068
O 3.388 1.871 2.311
O 1.657 3.068 -0.527
O -0.805 -2.039 3.229
O 1.221 1.465 -3.811
O 2.552 -3.581 -1.764
O -3.556 -1.119 2.716
O -2.543 2.324 0.270


68
Properties=species:S:1:pos:R:3 method="wB97M-V/def2-TZVPD" total_charge=-1 orbital_gap_ev="3.079 / 5.963" total_energy_ev=-39407.2299 spin_multiplicity=2 s2=0.75 homo_ev="-0.35 / -3.31" max_force_ev_per_a=5.7 lumo_energy_ha="0.10038 / 0.09746"
Be -0.087 0.230 0.252
C 1.185 1.638 4.822
C -0.107 1.545 3.906
C -0.480 3.043 3.642
O 0.176 0.854 2.683
H 1.567 0.638 5.029
H 0.927 2.061 5.793
H 1.988 2.289 4.475
H -0.951 1.038 4.372
H -1.344 2.942 2.986
H 0.259 3.589 3.057
H -0.788 3.584 4.537
C -3.652 -2.457 -1.900
C -2.600 -2.387 -0.758
C -1.508 -3.481 -0.710
O -2.102 -1.070 -0.552
H -4.427 -1.692 -1.855
H -4.199 -3.400 -1.934
H -3.219 -2.416 -2.900
H -3.211 -2.650 0.104
H -2.002 -4.431 -0.915
H -1.112 -3.461 0.305
H -0.636 -3.349 -1.350
O -0.657 1.757 -2.107
C -1.209 1.323 -3.141
N -2.015 0.285 -3.084
C -0.841 1.870 -4.472
H -2.205 -0.055 -2.152
H -2.751 0.116 -3.755
H -1.303 2.845 -4.625
H -1.208 1.321 -5.339
H 0.249 1.890 -4.434
O 0.831 -1.951 0.968
C 1.425 -2.468 1.941
N 1.534 -1.653 3.010
C 1.910 -3.901 1.986
H 1.007 -0.794 2.945
H 2.105 -1.817 3.827
H 2.620 -4.133 1.192
H 1.123 -4.614 1.741
H 2.237 -4.086 3.010
O 2.156 1.407 -0.028
C 3.238 1.087 0.466
N 3.307 0.822 1.761
C 4.528 1.023 -0.432
H 4.172 0.455 2.131
H 2.403 0.987 2.180
H 4.801 2.018 -0.783
H 4.420 0.396 -1.318
H 5.364 0.667 0.169
O 1.255 -0.648 -1.851
C 1.565 -1.675 -2.437
N 1.812 -2.757 -1.724
C 1.720 -1.788 -3.934
H 2.064 -2.662 -0.750
H 2.101 -3.628 -2.145
H 2.297 -2.633 -4.311
H 2.376 -0.950 -4.168
H 0.789 -1.660 -4.486
O -1.722 2.138 0.428
C -2.693 2.955 0.314
N -3.443 3.292 1.366
C -2.905 3.716 -0.970
H -3.239 2.908 2.278
H -4.127 4.030 1.271
H -3.487 3.150 -1.697
H -1.940 4.101 -1.299
H -3.340 4.654 -0.626


11
Properties=species:S:1:pos:R:3 method="wB97M-V/def2-TZVPD" orbital_gap_ev=9.624 de_lowest_kj_mol=181.2 total_energy_ev=-8775.8169 homo_ev=-9.03 max_force_ev_per_a=5.2 lumo_energy_ha=0.02198
C 1.357 -0.745 -0.062
C 0.034 -1.053 -0.087
C -1.000 -0.116 -0.004
H 1.472 1.363 0.543
H 2.840 0.556 0.402
H 1.927 -1.726 -0.131
H -0.111 -2.112 0.176
H -1.056 2.050 -0.208
N 1.932 0.502 0.020
O -0.386 1.215 -0.111
O -2.232 -0.236 0.112


6
Properties=species:S:1:pos:R:3 method="wB97M-V/def2-TZVPD" orbital_gap_ev="8.843 / 8.844" de_lowest_kj_mol=243.2 total_energy_ev=-25209.6175 homo_ev="-9.27 / -9.28" max_force_ev_per_a=3.4 lumo_energy_ha="-0.01585 / -0.01585"
C -0.270 0.482 0.448
N -0.639 1.528 0.054
O -0.681 2.484 -0.602
Cl -0.853 -0.782 1.497
I 1.340 -1.248 -1.229
H 1.104 -2.464 -0.168


18
Properties=species:S:1:pos:R:3 method="wB97M-V/def2-TZVPD" total_charge=+2 orbital_gap_ev="11.803 / 2.811" de_lowest_kj_mol=80.5 total_energy_ev=-10889.9803 spin_multiplicity=2 s2=0.76 homo_ev="-19.51 / -18.07" max_force_ev_per_a=3.6 lumo_energy_ha="-0.28313 / -0.56077"
C -0.493 -2.122 2.370
N -0.787 -2.114 1.101
H -0.716 -2.966 2.949
H -0.022 -1.211 2.841
H -0.714 -1.315 0.374
H -1.185 -2.936 0.593
H 0.480 -1.621 -3.919
H 0.573 0.024 -3.807
O 0.206 -0.817 -3.322
H -0.251 -0.359 -1.509
H -0.353 0.756 -0.420
O -0.680 -0.180 -0.577
H 1.903 1.902 2.538
H 0.887 2.214 1.370
O 1.304 1.435 1.900
H -0.783 3.298 -0.693
H 0.589 3.189 -1.246
O 0.044 2.822 -0.542


7
Properties=species:S:1:pos:R:3 method="wB97M-V/def2-TZVPD" smiles=ClCPCl orbital_gap_ev=10.002 de_lowest_kj_mol=136.4 total_energy_ev=-35419.1218 homo_ev=-9.44 max_force_ev_per_a=4.9 lumo_energy_ha=0.02061
C 0.084 -0.458 0.595
P -0.064 -0.081 -1.184
Cl -1.627 -0.334 1.270
Cl 1.596 0.830 -1.797
H 0.488 0.386 1.139
H 0.394 -1.354 0.901
H -0.870 1.012 -0.925